This record from the OMol25 dataset describes a structure of composition C4H9NO2. The level of theory is ωB97M-V with the def2-TZVPD basis set.

Electronic energy in eV: -9877.265
Energy above the lowest of the compared OMol25 structures with the same formula, charge and spin in eV: 2.7958
Net charge: 0
Kohn-Sham gap in eV: 10.627

Atoms and positions in Å:
C (-2.19, -0.72, -0.04)
C (-0.84, -0.25, -0.54)
O (-0.94, 1.14, -0.78)
C (0.26, -0.52, 0.49)
N (1.53, 0.00, 0.04)
C (2.22, 1.00, 0.52)
O (3.29, 1.13, -0.16)
H (-2.18, -1.80, 0.16)
H (-2.96, -0.51, -0.79)
H (-2.46, -0.20, 0.88)
H (-0.58, -0.78, -1.47)
H (-0.09, 1.43, -1.11)
H (-0.02, -0.05, 1.44)
H (0.35, -1.60, 0.66)
H (2.66, 0.10, -0.68)
H (1.95, 1.64, 1.36)